The following is a DFT calculation (ωB97M-V with the def2-TZVPD basis set) of one molecule with the formula CH3ClFN.

SMILES ... CN(F)Cl
Largest force on an atom ... 0.0641 hartree/bohr
Gap between HOMO and LUMO ... 0.3823 hartree

Last column: Löwdin charge in e.
Geometry (Å):
1 C 0.107 -0.120 -0.112  -0.15
2 N 1.500 -0.313 -0.463  -0.58
3 F 1.862 -1.657 0.101  -0.20
4 Cl 2.811 0.672 0.071  0.62
5 H -0.107 0.847 -0.675  0.11
6 H -0.464 -1.073 -0.428  0.11
7 H 0.016 -0.218 1.025  0.09

The following is a DFT calculation (ωB97M-V with the def2-TZVPD basis set) of one molecule with the formula CH3ClFNS.

Largest force on an atom ... 0.0263 hartree/bohr
Gap between HOMO and LUMO (spin up / spin down) ... 0.2747 / 0.2747 hartree

Last column: Löwdin charge in e.
Geometry (Å):
1 C 0.180 -0.928 -0.585  -0.54
2 N 0.343 0.997 0.797  -0.26
3 F 0.798 -1.729 0.370  -0.16
4 S -0.920 0.143 0.205  0.64
5 Cl -1.603 1.041 -1.586  0.18
6 H 1.193 0.598 0.391  0.05
7 H -0.337 -1.590 -1.281  0.03
8 H 0.346 1.468 1.689  0.06

The following is a DFT calculation (ωB97M-V with the def2-TZVPD basis set) of one molecule with the formula CH3ClINO.

SMILES ... CON(Cl)I
Largest force on an atom ... 0.0722 hartree/bohr
Gap between HOMO and LUMO (spin up / spin down) ... 0.2879 / 0.2845 hartree

Last column: Löwdin charge in e.
Geometry (Å):
1 C 1.141 -0.239 -0.001  -0.03
2 N -1.000 0.445 -0.252  -0.79
3 O 0.003 0.438 0.639  -0.34
4 Cl -1.899 1.931 0.011  0.52
5 I -2.513 -1.369 0.102  0.41
6 H 1.562 -1.087 0.544  0.10
7 H 1.952 0.353 -0.077  0.04
8 H 0.754 -0.473 -0.967  0.08

Question: Look up the largest force on an atom of the second one.
Answer: 0.0263 hartree/bohr

Question: Which of these has the highest largest force on an atom?
Answer: CH3ClINO

Question: What is the largest force on an atom in the third record?
Answer: 0.0722 hartree/bohr

Question: What is the largest force on an atom in the third record?
Answer: 0.0722 hartree/bohr